(1)
Density functional theory data (ωB97M-V/def2-TZVPD) for a structure of composition C34H34GeN2O3Tc at a distorted geometry.

Positions of all 75 atoms, in Å:
Tc (13.3763, -12.9562, 0.5414)
Ge (14.4488, -14.1738, -3.0346)
O (11.9655, -11.9493, 0.1641)
O (17.6799, -14.5707, 5.7003)
O (13.4300, -18.3055, 4.9090)
N (12.9265, -14.6205, 1.6178)
N (14.9917, -13.0880, 1.8591)
C (10.4550, -14.4145, -4.3332)
C (12.5747, -18.3123, 3.7847)
C (10.3644, -10.4808, -0.6685)
C (15.1968, -12.4330, -3.5451)
C (10.0912, -15.6465, -3.7448)
C (15.4889, -16.9436, -2.8645)
C (12.7281, -17.0599, 3.0128)
C (17.2205, -11.0672, -3.4762)
C (14.6809, -11.6303, -4.5480)
C (17.0313, -12.4131, 2.8267)
C (12.0511, -15.5784, 1.2393)
C (11.9186, -16.7851, 1.9004)
C (13.6691, -14.8691, 2.7493)
C (14.8253, -13.9466, 2.9087)
C (11.5929, -11.1998, -1.0691)
C (16.9267, -13.3781, 3.8541)
C (10.9987, -16.4474, -3.1031)
C (12.6886, -14.7223, -3.5237)
C (13.9397, -13.6111, -0.9081)
C (13.5731, -16.0381, 3.4287)
C (11.7299, -13.9100, -4.1791)
C (16.7472, -15.3087, -1.6360)
C (17.6208, -16.2711, -1.2603)
C (16.0569, -12.3145, 1.8503)
C (15.7598, -14.1322, 3.8841)
C (12.2827, -15.9340, -2.9318)
C (16.7024, -10.2848, -4.5025)
C (16.3970, -17.9310, -2.4948)
C (15.6733, -15.6383, -2.4507)
C (16.4769, -12.1608, -3.0267)
C (17.9675, -13.4826, 4.8690)
C (15.4457, -10.5874, -5.0680)
C (12.7542, -10.3256, -1.4834)
C (17.5231, -17.6115, -1.6713)
H (9.0334, -15.9331, -3.7571)
H (15.1160, -10.0142, -5.9095)
H (18.2986, -18.3049, -1.5132)
H (12.8435, -9.4637, -0.7963)
H (13.7363, -10.8186, -1.5593)
H (14.6751, -17.0655, -3.5768)
H (9.5523, -11.0696, -0.2405)
H (18.4946, -16.0182, -0.6429)
H (16.0586, -11.4924, 1.1232)
H (15.6304, -14.8514, 4.7067)
H (18.2106, -10.8658, -3.0680)
H (11.1922, -17.4840, 1.5636)
H (16.8066, -14.2852, -1.2333)
H (12.9057, -16.4746, -2.2579)
H (14.1698, -16.2269, 4.2965)
H (17.9555, -12.5711, 5.4082)
H (17.3208, -9.5123, -4.9256)
H (11.4382, -15.3714, 0.3784)
H (12.0255, -12.9417, -4.5405)
H (11.4345, -11.9466, -1.7896)
H (9.9745, -9.7800, -1.4359)
H (17.8471, -11.6992, 2.7765)
H (13.7034, -11.8872, -4.9203)
H (11.5099, -18.4428, 4.0849)
H (12.8000, -19.2082, 3.0992)
H (18.9666, -13.5020, 4.3275)
H (9.7019, -13.7957, -4.7778)
H (16.2567, -18.9598, -2.8501)
H (13.2602, -19.0233, 5.5041)
H (10.7025, -17.3521, -2.6480)
H (12.5164, -9.9766, -2.5024)
H (10.7380, -9.7481, 0.0870)
H (16.9675, -12.8107, -2.3053)
H (18.3824, -14.6553, 6.3652)

The charge is +3. The value obtained for the HOMO-LUMO gap (spin up / spin down) is 4.349 / 4.357 eV. The relative energy (zero: lowest compared OMol25 entry of this formula, charge and spin) is 0.0 kJ/mol. The calculation puts the LUMO energy (spin up / spin down) at -0.44832 / -0.44806 hartree. The total energy comes out at -103616.486 eV.

=====

(2)
Density functional theory data (ωB97M-V/def2-TZVPD) for a structure of composition C34H34N4O5PSW.

Positions of all 80 atoms, in Å:
W (-0.4117, 0.8999, 0.2058)
S (2.4960, 2.2923, 0.9506)
P (0.6175, -0.7677, -1.6509)
O (2.1692, 2.4242, -2.7928)
O (-2.0445, 4.5790, -0.7382)
O (0.6117, 2.0866, -1.2330)
O (-3.5347, 2.5805, -2.0502)
O (1.6375, 1.0069, 0.8867)
N (-1.8490, 2.2701, -0.4714)
N (-2.1884, -0.2415, -0.4603)
N (-0.8599, -0.2529, 1.9321)
N (-0.5255, 2.5493, 1.6888)
C (3.8387, 2.0346, -0.1805)
C (-2.1379, -1.1727, 3.5511)
C (-0.1001, -1.2038, 2.6128)
C (-0.8654, -1.7873, 3.5898)
C (3.7929, -2.9487, -0.2803)
C (-0.0255, -3.4367, -2.3460)
C (4.6518, -1.3953, -1.8971)
C (0.7817, 0.4817, -2.9617)
C (-1.8927, -4.0273, -3.7433)
C (-3.1000, 0.4192, -1.1919)
C (-1.6480, 3.6096, -0.1573)
C (3.3801, 2.0331, 2.4763)
C (-2.3964, -1.5305, -0.1550)
C (-2.2119, -2.6835, -3.8779)
C (-2.1139, -0.2435, 2.5436)
C (-0.3473, -2.0848, -2.4610)
C (-3.5399, -2.1867, -0.5717)
C (-0.0388, 3.6208, 3.7368)
C (4.8631, -2.4232, -0.9906)
C (-0.9041, 4.8951, 1.8946)
C (-1.4475, -1.7221, -3.2401)
C (-4.4695, -1.5082, -1.3415)
C (-0.4295, 4.8397, 3.1957)
C (-0.0913, 2.4836, 2.9507)
C (-2.8553, 1.8921, -1.3363)
C (-0.9510, 3.7158, 1.1775)
C (-0.7997, -4.3996, -2.9785)
C (1.2524, 1.7831, -2.3292)
C (1.3646, -1.4379, 2.4243)
C (2.2912, -1.4180, -1.3931)
C (3.3738, -0.8933, -2.0999)
C (-4.2468, -0.1805, -1.6703)
C (-3.2535, 0.6517, 2.1650)
C (2.5174, -2.4469, -0.4783)
H (-2.4874, -4.7797, -4.2444)
H (4.2196, 1.0214, -0.0548)
H (0.2893, 3.5394, 4.7637)
H (-0.5344, -5.4442, -2.8829)
H (3.4631, 2.2161, -1.1845)
H (1.5978, -2.4879, 2.6060)
H (1.7306, -1.1740, 1.4441)
H (-4.9433, 0.4099, -2.2487)
H (-0.2155, 0.6570, -3.3701)
H (-1.6420, -2.0171, 0.4473)
H (1.6960, -2.8617, 0.0919)
H (-5.3712, -2.0058, -1.6749)
H (5.8598, -2.8172, -0.8418)
H (4.6053, 2.7728, 0.0615)
H (-2.9828, -1.3701, 4.1927)
H (-0.3920, 5.7394, 3.7959)
H (-3.6843, -3.2184, -0.2844)
H (0.8366, -3.7536, -1.7828)
H (3.8593, 1.0548, 2.4539)
H (-2.9346, 1.6083, 1.7552)
H (-1.7283, -0.6829, -3.3572)
H (0.1889, 1.5010, 3.3083)
H (1.9528, -0.8548, 3.1418)
H (-1.2604, 5.8037, 1.4305)
H (4.1188, 2.8272, 2.5876)
H (3.2444, -0.0855, -2.8099)
H (2.6594, 2.0893, 3.2848)
H (3.9511, -3.7509, 0.4286)
H (-3.0559, -2.3801, -4.4838)
H (5.4815, -0.9852, -2.4580)
H (-3.8468, 0.8648, 3.0542)
H (-3.9318, 0.2014, 1.4341)
H (-0.5239, -2.5498, 4.2725)
H (1.4204, 0.1560, -3.7804)

The charge is +1. The value obtained for the HOMO-LUMO gap (spin up / spin down) is 6.742 / 6.360 eV. The relative energy (zero: lowest compared OMol25 entry of this formula, charge and spin) is 0.0 kJ/mol. The calculation puts the LUMO energy (spin up / spin down) at -0.11689 / -0.13000 hartree. The total energy comes out at -73955.047 eV. The spin multiplicity is 3.

=====

(3)
Density functional theory data (ωB97M-V/def2-TZVPD) for a structure of composition C34H35AlBrClN5O10 at a distorted geometry.

Positions of all 87 atoms, in Å:
Br (0.5673, 1.3668, -2.2390)
Cl (1.9373, 0.1379, 1.0970)
Al (0.6856, -0.4329, -0.6649)
O (-0.8383, 8.6838, -2.1576)
O (-2.5913, -3.5474, -1.7228)
O (-5.0723, 4.7848, -6.1459)
O (-3.9397, 6.4446, -6.9157)
O (1.3192, 4.1277, 5.1204)
O (1.8320, -9.5160, 0.9487)
O (0.7794, 7.3060, -2.5370)
O (3.9833, -9.4792, 0.8386)
O (-1.5404, -3.5733, -3.6067)
O (2.7096, 4.4521, 3.5061)
N (-1.8153, -4.0385, -2.5186)
N (2.9227, -9.0956, 1.2909)
N (2.0287, 3.7314, 4.2125)
N (-4.0735, 5.4807, -6.1819)
N (-0.0573, 7.8161, -1.8156)
C (-0.1547, 7.2816, -0.4466)
C (-1.1085, -1.0744, -0.1048)
C (-1.0752, 7.8153, 0.4319)
C (-1.4297, -5.8317, -0.8847)
C (-3.1099, 0.1386, -1.0433)
C (-0.2227, -5.8587, -2.9787)
C (1.7942, -6.5923, 3.8066)
C (-0.7718, -6.9867, -0.4988)
C (-1.1378, -5.2887, -2.1183)
C (1.9927, -0.3857, 3.3156)
C (0.1587, -7.5768, -1.3422)
C (4.1946, -6.5131, 3.6528)
C (0.5384, 5.6588, 1.1447)
C (-0.7819, 5.5877, -4.4545)
C (-2.0242, 3.7033, -3.6243)
C (-2.9577, 5.1365, -5.2839)
C (4.1731, -7.5115, 2.6945)
C (-0.3680, 6.1846, 2.0546)
C (1.2183, 0.1007, 4.3599)
C (0.6569, 6.2186, -0.1126)
C (2.0259, 2.2879, 3.9099)
C (-1.7441, 1.2678, 0.7329)
C (2.9533, -8.0320, 2.3131)
C (1.7603, -7.5902, 2.8484)
C (-2.2270, -0.0593, 0.1789)
C (-1.1695, 7.2628, 1.6988)
C (1.2292, 1.4505, 4.6646)
C (2.8047, 1.8271, 2.8663)
C (-1.8281, 5.9339, -5.2913)
C (0.4292, -7.0150, -2.5822)
C (-3.0782, 4.0277, -4.4631)
C (2.7825, 0.4761, 2.5697)
C (-0.8761, 4.4815, -3.6232)
C (3.0086, -6.0555, 4.2096)
H (1.9745, -1.4395, 3.0757)
H (-0.9818, -7.4255, 0.4673)
H (-0.4560, 5.7468, 3.0401)
H (0.6743, -8.4738, -1.0266)
H (-2.1493, -5.3526, -0.2391)
H (-0.0533, 4.2173, -2.9723)
H (5.0848, -7.8761, 2.2477)
H (-3.7132, 1.0354, -0.9199)
H (1.1512, 4.8108, 1.4136)
H (0.5963, -0.5716, 4.9342)
H (-1.7050, 8.6380, 0.1304)
H (-3.9781, 3.4328, -4.4785)
H (-2.5977, 1.8378, 1.0966)
H (1.4912, -1.6085, -1.4025)
H (-0.9637, -1.7025, 0.7714)
H (0.8251, -8.0147, 2.5188)
H (-1.7718, 6.8023, -5.9287)
H (0.1146, 6.1872, -4.4356)
H (-3.8140, -0.6826, -1.1232)
H (-1.2593, 1.8748, -0.0245)
H (1.3432, 5.8097, -0.8375)
H (5.1395, -6.0894, 3.9623)
H (-1.8831, 7.6648, 2.4045)
H (-2.0888, 2.8434, -2.9715)
H (0.6255, 1.8474, 5.4658)
H (-1.0850, 1.1262, 1.5830)
H (-0.0198, -5.4002, -3.9341)
H (3.3737, 0.0983, 1.7486)
H (3.4039, 2.5128, 2.2880)
H (3.0303, -5.2747, 4.9574)
H (0.8705, -6.2309, 4.2358)
H (-1.4342, -1.7178, -0.9181)
H (1.1577, -7.4709, -3.2381)
H (-2.5208, 0.2056, -1.9523)
H (-2.8732, -0.4783, 0.9525)

The charge is -1. The value obtained for the HOMO-LUMO gap is 4.855 eV. The calculation puts the LUMO energy at 0.02080 hartree. The total energy comes out at -152900.050 eV.

=====

(4)
Density functional theory data (ωB97M-V/def2-TZVPD) for a structure of composition C34H35BrF6IrN6O5S2SbSe.

Positions of all 92 atoms, in Å:
Ir (0.5276, -0.5083, 0.6266)
Sb (-1.6110, -0.8913, 3.1918)
Br (-6.1871, -2.4122, -5.9212)
Se (3.4595, 0.2289, -2.0052)
S (1.3992, -2.8526, 2.7008)
S (2.6051, -3.1262, 0.2236)
F (4.9265, -2.2587, -0.5735)
F (4.0842, -1.1518, 1.0884)
F (1.8310, -2.5735, 5.2298)
F (4.9244, -3.1217, 1.4102)
F (3.5744, -2.2625, 3.9797)
F (2.8472, -4.2709, 4.3390)
O (2.8344, -4.1528, -0.7246)
O (1.7538, -2.0130, -0.2507)
O (0.1253, -3.3987, 3.0667)
O (-0.8188, 0.8924, 1.2889)
O (1.4198, -1.3886, 2.4776)
N (1.9274, 1.2736, 1.1836)
N (-0.2746, 0.0275, -1.1156)
N (2.1467, -3.6779, 1.6176)
N (4.9061, -1.3946, -6.1396)
N (-3.5924, 3.1261, -2.8758)
N (-3.7106, 2.7668, -4.0905)
C (3.2276, -1.2943, -4.4341)
C (-2.2036, 2.6524, 0.4403)
C (-1.1813, 1.0478, -1.0267)
C (-4.8819, 0.0875, -6.2654)
C (2.2217, 2.2012, 0.2662)
C (2.4959, -3.0172, 4.1686)
C (-3.3304, 0.3910, 3.0705)
C (2.6244, 1.2861, 2.3265)
C (-4.2366, 0.1329, 1.8650)
C (5.3106, -0.1506, -4.1316)
C (0.0024, -0.5031, -2.2957)
C (-2.8522, 3.2095, -0.6456)
C (-1.4253, 1.0683, -3.4078)
C (3.9700, 3.1393, 1.6071)
C (3.7028, -1.7204, -5.6649)
C (3.2185, 3.1379, 0.4371)
C (-3.2486, -3.4486, 3.6834)
C (-1.8040, 1.5906, -2.1602)
C (3.6402, 2.1912, 2.5693)
C (5.0988, 4.1103, 1.8070)
C (-4.3603, 1.6210, -4.4784)
C (-1.4017, 1.5271, 0.2825)
C (-2.4202, -2.4305, 4.4662)
C (-0.5462, 0.0112, -3.4695)
C (-0.4175, 0.2937, 4.5079)
C (4.0420, -0.4765, -3.6524)
C (-1.1609, 0.5899, 5.8077)
C (-4.9761, 0.7531, -3.5606)
C (5.6910, -0.6311, -5.3778)
C (-5.4683, -0.7702, -5.3412)
C (-4.3433, 1.2840, -5.8383)
C (-2.7623, 2.6558, -1.9420)
C (-5.5271, -0.4374, -3.9944)
C (4.2572, -2.3626, 0.5591)
H (-0.5280, 1.1989, 6.4553)
H (-2.6486, -3.9323, 2.9120)
H (-0.1966, 1.1970, 3.9374)
H (0.5159, -0.2383, 4.6885)
H (-1.8057, 1.5016, -4.3227)
H (-3.8774, 1.9677, -6.5375)
H (-5.9981, -1.1143, -3.2934)
H (-2.9357, 1.4077, 3.0762)
H (4.1783, 2.1486, 3.5073)
H (-1.5740, -2.9053, 4.9615)
H (-4.8477, -0.1860, -7.3110)
H (3.4105, 3.8639, -0.3436)
H (4.8052, 5.1175, 1.5116)
H (-2.0836, 1.1450, 5.6330)
H (2.2506, -1.6029, -4.0839)
H (-2.3103, 3.0820, 1.4305)
H (1.6184, 2.1897, -0.6356)
H (-5.0064, 1.0241, -2.5121)
H (0.6842, -1.3407, -2.2981)
H (-0.2701, -0.4176, -4.4225)
H (-3.6121, -4.2291, 4.3538)
H (-3.4804, 4.0832, -0.5262)
H (6.6669, -0.3923, -5.7839)
H (3.0906, -2.3471, -6.3045)
H (5.9488, 3.8209, 1.1852)
H (-4.1173, -2.9877, 3.2102)
H (-4.5753, -0.9037, 1.8262)
H (5.4291, 4.1279, 2.8437)
H (-5.1246, 0.7661, 1.9218)
H (2.3663, 0.5386, 3.0631)
H (-3.8532, 0.1979, 4.0118)
H (-1.4050, -0.3218, 6.3544)
H (5.9775, 0.4644, -3.5431)
H (-3.7263, 0.3617, 0.9302)
H (-3.0192, -1.8844, 5.1990)

The charge is +1. The value obtained for the HOMO-LUMO gap (spin up / spin down) is 6.537 / 5.497 eV. The relative energy (zero: lowest compared OMol25 entry of this formula, charge and spin) is 171.9 kJ/mol. The calculation puts the LUMO energy (spin up / spin down) at -0.10407 / -0.19515 hartree. The total energy comes out at -237733.213 eV. The spin multiplicity is 6.